[1]
DFT (ωB97M-V/def2-TZVPD) results for a single CHFN2O5 molecule in a non-equilibrium geometry.

Results
- Multiplicity: 1
- Kohn-Sham gap: 0.4059 Ha
- LUMO level: -0.67 eV
- SMILES: O=[N+]([O-])C(O)(F)[N+](=O)[O-]
- Total energy: -16979.9812 eV
- Molecular weight: 140.026 g/mol
- Energy above the lowest of the compared OMol25 structures with the same formula, charge and spin: 170.0 kJ/mol

Element x y z (Å)
C 0.00317 0.03112 0.33455
N 0.18438 -1.33830 -0.30296
N -0.92021 1.00306 -0.67203
O 1.28436 -1.71096 -0.51718
O -0.86733 -1.82362 -0.57768
O -1.45690 1.76612 0.03298
O -0.92678 0.69400 -1.80556
O 1.59805 0.58909 0.51389
F -0.61843 0.01393 1.50691
H 1.71969 0.77555 1.48708

=====

[2]
DFT (ωB97M-V/def2-TZVPD) results for 2 unconnected molecules or ions with the total composition CHFNO2 in a non-equilibrium geometry.

Results
- Multiplicity: 1
- Kohn-Sham gap: 0.1663 Ha
- LUMO level: 3.36 eV
- Charge: -1
- Total energy: -9353.8361 eV
- Molecular weight: 78.022 g/mol
- Energy above the lowest of the compared OMol25 structures with the same formula, charge and spin: 113.3 kJ/mol

Element x y z (Å)
C 1.32157 -1.28756 0.79776
N -1.33997 0.66844 -0.79893
O 2.26679 -0.59078 0.81341
O 0.35035 -1.92224 0.76385
F -1.37618 1.89349 -1.66610
H -1.22256 1.23865 0.09002

=====

[3]
DFT (ωB97M-V/def2-TZVPD) results for a gas-phase ion, CHFNO5S (charge -1) in a non-equilibrium geometry.

Results
- Multiplicity: 1
- Kohn-Sham gap: 0.3244 Ha
- LUMO level: 2.98 eV
- Charge: -1
- SMILES: O=[N+]([O-])[C@@H](F)S(=O)(=O)[O-]
- Total energy: -26331.8667 eV
- Molecular weight: 158.086 g/mol
- Energy above the lowest of the compared OMol25 structures with the same formula, charge and spin: 44.6 kJ/mol

Element x y z (Å)
C -0.62531 -0.01869 -0.00006
N -0.70038 -0.81301 -1.15220
O -0.52259 -0.25449 -2.21611
O 0.46821 1.65186 1.67387
O -0.68537 -2.04698 -1.09885
O 1.68448 -0.49094 1.30968
O 1.74558 1.16806 -0.44961
F -1.15335 -0.71582 1.09291
S 1.01689 0.65262 0.69802
H -1.22817 0.86739 0.14234

=====

[4]
DFT (ωB97M-V/def2-TZVPD) results for a molecular structure, CHFO2Pt in a non-equilibrium geometry.

Results
- Multiplicity: 3
- Kohn-Sham gap (spin up / spin down): 0.3833 / 0.3326 Ha
- LUMO level (spin up / spin down): -11.91 / -14.13 eV
- Charge: +2
- Total energy: -11082.1334 eV
- Molecular weight: 259.093 g/mol

Element x y z (Å)
F -1.74295 1.69959 0.07246
O 0.71880 1.52256 -0.10411
Pt 2.30288 1.13449 0.12061
O -0.04772 0.35720 -0.13229
C -1.27446 0.53067 -0.06959
H -1.93532 -0.33767 0.01198

=====

[5]
DFT (ωB97M-V/def2-TZVPD) results for a molecular structure, CHFeO3 in a non-equilibrium geometry.

Results
- Multiplicity: 7
- Kohn-Sham gap (spin up / spin down): 0.3484 / 0.2746 Ha
- LUMO level (spin up / spin down): -5.09 / -10.09 eV
- Charge: +1
- Total energy: -41570.2964 eV
- Molecular weight: 116.861 g/mol
- Energy above the lowest of the compared OMol25 structures with the same formula, charge and spin: 47.4 kJ/mol

Element x y z (Å)
Fe -1.46674 -0.71185 0.82118
O -0.27012 0.79510 0.26573
H 0.10659 1.59656 0.63730
O 2.23158 0.14796 0.16193
C 1.12744 -0.29297 0.19917
O 0.53543 -1.34804 0.40831

=====

[6]
DFT (ωB97M-V/def2-TZVPD) results for 2 unconnected molecules or ions with the total composition CHI2NO in a non-equilibrium geometry.

Results
- Multiplicity: 3
- Kohn-Sham gap (spin up / spin down): 0.2455 / 0.2186 Ha
- LUMO level (spin up / spin down): 0.10 / -3.78 eV
- Total energy: -20785.1508 eV
- Molecular weight: 296.833 g/mol
- Energy above the lowest of the compared OMol25 structures with the same formula, charge and spin: 233.8 kJ/mol

Element x y z (Å)
C -0.93415 -0.38390 0.08227
N -0.37218 -1.41204 0.18435
O 0.49177 -2.17129 0.28238
I -2.39679 0.97808 -0.40062
I 1.99722 2.21065 -0.19448
H 1.21413 0.77851 0.04611

=====

[7]
DFT (ωB97M-V/def2-TZVPD) results for a molecular structure, CHI3O in a non-equilibrium geometry.

Results
- Multiplicity: 1
- Kohn-Sham gap (spin up / spin down): 0.2514 / 0.2656 Ha
- LUMO level (spin up / spin down): -2.02 / -2.12 eV
- Total energy: -27397.7902 eV
- Molecular weight: 409.730 g/mol
- Energy above the lowest of the compared OMol25 structures with the same formula, charge and spin: 450.8 kJ/mol

Element x y z (Å)
C -0.15491 -0.18959 0.04549
O 0.20131 0.44934 -0.94976
I -0.21683 -2.31715 -0.01281
I 0.11944 0.62072 1.99770
I 2.33071 1.12794 -1.14865
H -2.27973 0.30874 0.06803

=====

[8]
DFT (ωB97M-V/def2-TZVPD) results for 2 unconnected molecules or ions with the total composition CHIS2 in a non-equilibrium geometry.

Results
- Multiplicity: 1
- Kohn-Sham gap (spin up / spin down): 0.2695 / 0.2699 Ha
- LUMO level (spin up / spin down): -1.45 / -1.46 eV
- Total energy: -30819.3057 eV
- Molecular weight: 204.057 g/mol
- Energy above the lowest of the compared OMol25 structures with the same formula, charge and spin: 454.3 kJ/mol

Element x y z (Å)
C 0.12811 -0.03618 0.02833
S -0.09562 1.38322 1.01168
S -0.11637 1.28450 -1.07578
I 1.73287 -1.36058 0.05571
H -1.64899 -1.27095 -0.01994

=====

[9]
DFT (ωB97M-V/def2-TZVPD) results for a molecular structure, CHLiLuO3 in a non-equilibrium geometry.

Results
- Multiplicity: 1
- Kohn-Sham gap: 0.2877 Ha
- LUMO level: -17.05 eV
- Charge: +3
- Total energy: -40980.5192 eV
- Molecular weight: 242.924 g/mol

Element x y z (Å)
O -1.04058 -0.54065 -1.15386
C 0.15659 -0.70220 -0.99905
H 0.56854 -1.60713 -0.46948
O 0.25706 0.33690 0.96146
O 0.89609 -0.16138 0.06838
Li 1.02335 2.00391 1.13623
Lu -1.86105 0.67053 0.45632

=====

[10]
DFT (ωB97M-V/def2-TZVPD) results for a molecular structure, CHLiO2Ru in a non-equilibrium geometry.

Results
- Multiplicity: 6
- Kohn-Sham gap (spin up / spin down): 0.4050 / 0.2758 Ha
- LUMO level (spin up / spin down): -18.04 / -21.01 eV
- Charge: +3
- Total energy: -7888.6061 eV
- Molecular weight: 153.028 g/mol
- Energy above the lowest of the compared OMol25 structures with the same formula, charge and spin: 359.3 kJ/mol

Element x y z (Å)
H -0.47052 -1.28649 -0.32900
O 0.42903 -0.27574 -0.33030
C -0.75153 -0.35631 0.28937
O -1.51545 0.51764 0.00286
Li 2.17213 -0.38714 0.35658
Ru 0.13634 1.78804 0.01049

=====

[11]
DFT (ωB97M-V/def2-TZVPD) results for a molecular structure, CHLiO2Sc in a non-equilibrium geometry.

Results
- Multiplicity: 1
- Kohn-Sham gap (spin up / spin down): 0.2050 / 0.2956 Ha
- LUMO level (spin up / spin down): -16.98 / -16.79 eV
- Charge: +3
- Total energy: -26012.4224 eV
- Molecular weight: 96.914 g/mol

Element x y z (Å)
H -0.58183 -1.53046 -0.07304
O -0.07296 -0.76402 0.05381
C -1.01346 0.08410 -0.01196
O -1.48113 1.11137 -0.10741
Li 1.96812 -0.66328 -0.00767
Sc 1.18126 1.76229 0.14628

=====

[12]
DFT (ωB97M-V/def2-TZVPD) results for a molecular structure, CHLiO3Sm in a non-equilibrium geometry.

Results
- Multiplicity: 7
- Kohn-Sham gap (spin up / spin down): 0.2389 / 0.2425 Ha
- LUMO level (spin up / spin down): -10.79 / -10.69 eV
- Charge: +2
- Total energy: -25279.3851 eV
- Molecular weight: 218.317 g/mol
- Energy above the lowest of the compared OMol25 structures with the same formula, charge and spin: 614.7 kJ/mol

Element x y z (Å)
O 1.57504 3.77052 -0.90156
C 0.86522 2.84420 -0.65060
H 1.50659 2.05556 0.26543
O 2.79272 1.01829 -0.65745
O 1.59275 1.16448 -0.63678
Li 3.02561 0.84961 -2.54157
Sm 4.00552 3.13271 -1.38155

=====

[13]
DFT (ωB97M-V/def2-TZVPD) results for a molecular structure, CHLiORh in a non-equilibrium geometry.

Results
- Multiplicity: 5
- Kohn-Sham gap (spin up / spin down): 0.2336 / 0.3054 Ha
- LUMO level (spin up / spin down): -5.36 / -6.78 eV
- Charge: +1
- Total energy: -6299.0074 eV
- Molecular weight: 138.865 g/mol
- Energy above the lowest of the compared OMol25 structures with the same formula, charge and spin: 19.9 kJ/mol

Element x y z (Å)
H -1.92619 -0.32668 0.52197
O 0.85260 -0.35224 -0.16846
C 0.02705 0.57869 0.34093
Rh -0.84764 -0.70228 -1.22693
Li 1.89419 0.80252 0.53250

=====

[14]
DFT (ωB97M-V/def2-TZVPD) results for a molecular structure, CHLiOYb in a non-equilibrium geometry.

Results
- Multiplicity: 1
- Kohn-Sham gap (spin up / spin down): 0.1147 / 0.1145 Ha
- LUMO level (spin up / spin down): -1.23 / -1.23 eV
- Total energy: -34827.0164 eV
- Molecular weight: 208.999 g/mol
- Energy above the lowest of the compared OMol25 structures with the same formula, charge and spin: 333.6 kJ/mol

Element x y z (Å)
H -0.25390 0.72291 2.51639
O 0.56747 0.65177 4.52787
C -0.02313 0.87672 3.58158
Yb -1.26677 0.36657 0.31706
Li 1.50384 -0.80885 -0.88072

=====

[15]
DFT (ωB97M-V/def2-TZVPD) results for 2 unconnected molecules or ions with the total composition CHN2 in a non-equilibrium geometry.

Results
- Multiplicity: 1
- Kohn-Sham gap (spin up / spin down): 0.3316 / 0.3316 Ha
- LUMO level (spin up / spin down): -10.69 / -10.69 eV
- Charge: +1
- Total energy: -4017.5716 eV
- Molecular weight: 41.033 g/mol
- Energy above the lowest of the compared OMol25 structures with the same formula, charge and spin: 264.2 kJ/mol

Element x y z (Å)
C 1.21737 -0.64174 0.07645
N -2.21482 0.36842 0.04400
N -1.16228 0.08396 0.09011
H 2.15973 0.18937 -0.21056

=====

[16]
DFT (ωB97M-V/def2-TZVPD) results for a gas-phase ion, CHN2O3 (charge -1) in a non-equilibrium geometry.

Results
- Multiplicity: 1
- Kohn-Sham gap: 0.3106 Ha
- LUMO level: 4.57 eV
- Charge: -1
- SMILES: O=C([O-])n1[nH]o1
- Total energy: -10172.7365 eV
- Molecular weight: 89.030 g/mol
- Energy above the lowest of the compared OMol25 structures with the same formula, charge and spin: 234.8 kJ/mol

Element x y z (Å)
C -1.18411 -0.27923 0.10571
N 1.06569 0.00976 -0.47796
N 0.28850 0.14684 0.68657
O -1.26163 -1.44980 -0.03503
O -1.80251 0.68778 -0.21917
O 0.83355 1.31603 0.12195
H 2.06051 -0.43138 -0.18207

=====

[17]
DFT (ωB97M-V/def2-TZVPD) results for 2 unconnected molecules or ions with the total composition CHN2OS in a non-equilibrium geometry.

Results
- Multiplicity: 1
- Kohn-Sham gap (spin up / spin down): 0.3066 / 0.1531 Ha
- LUMO level (spin up / spin down): 4.07 / 1.27 eV
- Charge: -1
- Total energy: -16912.8108 eV
- Molecular weight: 89.099 g/mol
- Energy above the lowest of the compared OMol25 structures with the same formula, charge and spin: 302.0 kJ/mol

Element x y z (Å)
C -1.76144 -0.47210 -0.22801
N -2.67687 -1.17038 -0.14842
N -0.69553 0.18979 0.09051
O -0.39025 1.37718 -0.21162
S 2.74273 -0.58762 -0.12380
H 2.78137 0.66313 0.62135

=====

[18]
DFT (ωB97M-V/def2-TZVPD) results for 2 unconnected molecules or ions with the total composition CHN3O in a non-equilibrium geometry.

Results
- Multiplicity: 3
- Kohn-Sham gap (spin up / spin down): 0.3258 / 0.3919 Ha
- LUMO level (spin up / spin down): -0.42 / -0.64 eV
- Total energy: -7562.4880 eV
- Molecular weight: 71.039 g/mol
- Energy above the lowest of the compared OMol25 structures with the same formula, charge and spin: 305.3 kJ/mol

Element x y z (Å)
C -0.25038 -0.50377 0.99996
N -1.45654 -1.20499 0.79066
N -1.54487 -0.03785 1.31013
N 0.15558 0.33343 -1.19938
O 1.40903 0.42967 -1.31712
H 1.68718 0.98350 -0.58425

=====

[19]
DFT (ωB97M-V/def2-TZVPD) results for a single CHN3O2 molecule in a non-equilibrium geometry.

Results
- Multiplicity: 1
- Kohn-Sham gap: 0.3912 Ha
- LUMO level: -0.03 eV
- SMILES: O=c1nno[nH]1
- Total energy: -9614.4149 eV
- Molecular weight: 87.038 g/mol
- Energy above the lowest of the compared OMol25 structures with the same formula, charge and spin: 288.6 kJ/mol

Element x y z (Å)
C 0.81775 -0.24270 -0.00718
H -0.03654 1.84330 -0.09432
N -0.00531 -1.40824 0.13973
N -1.18030 -1.02574 -0.08256
N -0.19771 0.76634 0.15750
O 2.00894 -0.19962 -0.06224
O -1.40682 0.26666 -0.05093

=====

[20]
DFT (ωB97M-V/def2-TZVPD) results for a single CHN3O3 molecule in a non-equilibrium geometry.

Results
- Multiplicity: 1
- Kohn-Sham gap: 0.3976 Ha
- LUMO level: -0.30 eV
- SMILES: N#CN(O)[N+](=O)[O-]
- Total energy: -11659.1728 eV
- Molecular weight: 103.037 g/mol
- Energy above the lowest of the compared OMol25 structures with the same formula, charge and spin: 256.7 kJ/mol

Element x y z (Å)
C -1.68051 1.60828 0.19055
N -2.07456 2.64351 0.20171
N -1.11036 0.38342 -0.16296
N -2.05045 -0.97608 -0.00648
O -3.21053 -0.91349 -0.26956
O -1.31702 -1.83412 0.35368
O 0.00732 0.11955 0.62393
H 0.74491 -0.11078 0.07266